(1)
This record from OMol25 describes 9 unconnected molecules or ions with the total composition C30H39N9. The level of theory is the ωB97M-V functional and the def2-TZVPD basis.

Structure (XYZ):
```
78
Properties=species:S:1:pos:R:3:lowdin_charge:R:1
C 0.228 -0.034 1.666 -0.0935
C -0.480 -0.604 0.522 -0.2306
N -0.962 -0.979 -0.451 0.1661
H -0.360 -0.242 2.551 0.0395
H 0.373 1.031 1.499 0.0508
H 1.201 -0.512 1.698 0.0551
C 2.449 5.594 1.201 -0.0545
C 1.775 4.506 1.895 -0.2445
N 1.311 3.635 2.479 0.1803
H 2.303 6.492 1.811 0.0894
H 2.097 5.766 0.193 0.0712
H 3.525 5.431 1.268 0.0899
C -4.733 1.678 1.408 -0.0540
C -3.457 1.440 2.056 -0.2494
N -2.442 1.257 2.557 0.1826
H -4.706 1.209 0.424 0.0778
H -4.819 2.750 1.222 0.0898
H -5.569 1.316 1.995 0.0839
N 0.611 -1.298 -3.855 0.0203
C -0.394 -0.375 -3.740 -0.1827
C -0.496 0.297 -4.930 -0.1113
C 0.505 -0.216 -5.791 -0.1100
C 1.157 -1.202 -5.115 -0.1382
H 1.016 -1.860 -3.126 0.1444
H -0.879 -0.204 -2.790 0.0672
H -1.158 1.142 -5.022 0.0700
H 0.721 0.073 -6.807 0.0903
H 1.996 -1.819 -5.392 0.1072
N 0.596 1.301 4.453 -0.0065
C 1.942 1.101 4.571 -0.1473
C 2.095 0.030 5.417 -0.1222
C 0.812 -0.502 5.682 -0.1356
C -0.111 0.321 5.077 -0.1533
H 0.238 2.086 3.934 0.0890
H 2.609 1.714 3.992 0.0854
H 3.011 -0.350 5.842 0.0912
H 0.663 -1.374 6.296 0.0931
H -1.179 0.342 4.937 0.0948
N -2.582 -3.075 -3.857 0.0001
C -2.696 -4.387 -4.185 -0.1488
C -2.715 -5.099 -3.001 -0.1249
C -2.559 -4.173 -1.949 -0.1206
C -2.579 -2.908 -2.489 -0.1424
H -2.512 -2.311 -4.506 0.1324
H -2.761 -4.738 -5.199 0.1003
H -2.880 -6.163 -2.958 0.0842
H -2.538 -4.408 -0.896 0.0845
H -2.407 -1.924 -2.096 0.0514
N 0.773 -4.346 1.857 0.0085
C 1.883 -3.555 1.952 -0.1397
C 1.688 -2.660 2.973 -0.1201
C 0.429 -2.973 3.557 -0.1131
C -0.124 -3.990 2.829 -0.1333
H 0.707 -5.089 1.186 0.1414
H 2.736 -3.677 1.307 0.1051
H 2.370 -1.874 3.252 0.0852
H -0.103 -2.477 4.347 0.0697
H -1.032 -4.549 2.977 0.1035
N 2.319 0.483 -1.822 0.0244
C 3.431 -0.309 -1.695 -0.1383
C 3.904 -0.157 -0.419 -0.1040
C 3.071 0.805 0.219 -0.1244
C 2.148 1.233 -0.702 -0.1448
H 1.688 0.442 -2.606 0.1112
H 3.717 -0.920 -2.535 0.1017
H 4.809 -0.573 -0.007 0.0882
H 3.134 1.121 1.248 0.0830
H 1.326 1.919 -0.572 0.0919
N -1.018 3.758 -2.455 0.0199
C -1.806 2.646 -2.584 -0.1387
C -2.077 2.177 -1.328 -0.1126
C -1.376 2.993 -0.396 -0.1148
C -0.739 3.963 -1.127 -0.1474
H -0.599 4.347 -3.151 0.1449
H -2.156 2.328 -3.550 0.0956
H -2.780 1.395 -1.095 0.0803
H -1.473 3.004 0.677 0.0722
H -0.107 4.781 -0.830 0.0929
```

Values from the calculation:
total charge: 0
frontier orbital gap: 8.129 eV
2S+1: 1
structure (SMILES): c1cc[nH]c1.c1cc[nH]c1.c1cc[nH]c1.c1cc[nH]c1.c1cc[nH]c1.c1cc[nH]c1.CC#N.CC#N.CC#N

***

(2)
This record from OMol25 describes 2 unconnected molecules or ions with the total composition C2H8OS. The level of theory is the ωB97M-V functional and the def2-TZVPD basis.

Structure (XYZ):
```
12
Properties=species:S:1:pos:R:3:nbo_charge:R:1
S 2.589 1.081 3.929 -0.2584
H 1.648 1.325 4.864 0.1444
H 1.982 0.114 3.437 0.1143
C -0.826 0.435 -1.527 -0.0583
O -1.567 0.367 -2.758 -0.7137
C -0.217 -0.916 -0.852 -0.6553
H -1.488 0.818 -0.783 0.1523
H 0.000 1.094 -1.564 0.1721
H -1.869 -0.625 -2.826 0.4663
H 0.834 -1.243 -1.244 0.2159
H -0.970 -1.854 -0.925 0.2029
H -0.118 -0.595 0.249 0.2175
```

Values from the calculation:
total charge: 0
frontier orbital gap: 10.586 eV
2S+1: 1
structure (SMILES): CCO.S

***

(3)
This record from OMol25 describes CH3NO2S in the gas phase. The level of theory is the ωB97M-V functional and the def2-TZVPD basis.

Structure (XYZ):
```
8
Properties=species:S:1:pos:R:3:nbo_charge:R:1
C 0.099 0.366 -0.459 -0.4604
N 1.637 0.307 -0.244 0.5094
O 2.386 0.042 -1.110 -0.2379
O 2.075 0.855 0.988 -0.4640
S -0.810 0.833 0.975 -0.0806
H -0.132 1.001 -1.302 0.2455
H -0.286 -0.567 -0.886 0.2425
H 0.446 0.894 1.753 0.2455
```

Values from the calculation:
total charge: 0
frontier orbital gap: 8.486 eV
2S+1: 1
structure (SMILES): O=[N+]([O-])CS

***

(4)
This record from OMol25 describes C3H5F2N in the gas phase. The level of theory is the ωB97M-V functional and the def2-TZVPD basis.

Structure (XYZ):
```
11
Properties=species:S:1:pos:R:3:nbo_charge:R:1
C 0.572 -0.725 -0.066 0.6785
C -0.585 -0.245 -0.873 -0.2728
C 0.386 0.528 0.858 -0.2917
H -1.218 -1.038 -1.078 0.2043
H 0.011 0.240 -1.781 0.1891
H -1.493 1.530 0.336 0.3796
H 1.151 1.176 0.611 0.1802
H 0.182 0.548 1.908 0.2062
N -1.031 0.565 0.286 -0.6241
F 0.401 -1.865 0.636 -0.3286
F 1.624 -0.714 -0.837 -0.3207
```

Values from the calculation:
total charge: 0
frontier orbital gap: 10.523 eV
2S+1: 1
structure (SMILES): FC1(F)CNC1

***

(5)
This record from OMol25 describes C3H4F2N2 in the gas phase. The level of theory is the ωB97M-V functional and the def2-TZVPD basis.

Structure (XYZ):
```
11
Properties=species:S:1:pos:R:3:nbo_charge:R:1
C 0.732 -1.080 -0.041 0.0565
C 1.457 0.120 -0.186 -0.2064
C -1.324 0.064 0.061 0.8286
N -0.524 -1.202 0.008 -0.3859
N -0.505 1.211 -0.103 -0.6398
F -2.196 0.093 -0.952 -0.3236
F -2.130 0.127 1.163 -0.3375
H 1.201 -1.976 -0.060 0.2094
H 2.125 0.500 0.456 0.2067
H 1.470 0.518 -1.126 0.2377
H -0.306 1.624 0.782 0.3542
```

Values from the calculation:
total charge: 0
frontier orbital gap (alpha / beta): 8.821 / 8.904 eV
2S+1: 1

***

One value per record, in order, for DFT total energy: -1659.27736 -554.36232 -643.16611 -371.71768 -425.82824 Ha.